(1)
This record from the Open Molecules 2025 dataset describes a 2-piece molecular cluster, C23H34ClO8P3 overall at a distorted geometry. The level of theory is wB97M-V/def2-TZVPD.

```
69
Properties=species:S:1:pos:R:3:forces:R:3:mulliken_charge:R:1
Cl -0.78852 -4.58654 -1.74223 -0.142 0.200 1.667 -0.268
P -1.32219 2.38700 3.81778 -0.619 4.743 0.866 1.209
P 3.88529 1.74502 0.33161 -0.230 1.867 0.970 0.209
P -2.14447 -4.35049 -0.10568 -1.758 -1.163 0.936 0.278
O -1.13229 3.95636 3.64839 -0.172 -5.752 0.361 -0.659
O 3.52244 -0.15731 -4.50211 0.050 -0.146 0.323 -0.487
O 1.75135 5.73134 0.92303 -4.319 -7.368 2.131 -0.533
O -3.02571 2.07833 3.42015 2.777 0.130 2.743 -0.406
O 0.94910 -3.82913 1.16435 -5.396 6.409 0.313 -0.526
O -2.29769 -0.76249 4.21812 2.815 -1.553 -7.689 -0.515
O -2.14516 -5.84059 0.84343 -0.616 1.685 -1.284 -0.526
O -1.05223 1.99875 5.53013 0.596 -0.950 -3.814 -0.579
C 1.76739 3.52758 2.31433 -0.123 -0.051 0.700 -0.702
C 0.56981 -1.21991 1.49102 0.141 3.104 0.815 0.034
C -2.50034 -2.11671 1.93307 2.196 -2.514 -1.895 0.068
C 3.73293 1.99308 -1.55601 0.815 -1.225 -1.927 -0.750
C 3.36354 0.63602 -5.67539 -0.140 -0.526 -0.424 0.499
C 0.09176 -2.80497 1.25050 2.610 -2.455 0.193 -0.001
C -5.06714 -1.73347 2.89631 1.442 0.152 1.168 -1.112
C 1.92806 -0.55371 0.85946 -2.039 1.056 1.701 0.425
C 2.30123 1.02724 1.12027 -3.733 -2.976 1.255 0.236
C -0.45084 -0.26378 2.40875 2.270 0.618 -1.194 -0.068
C 2.87532 -1.52756 -0.08057 -1.223 0.615 -0.143 -1.038
C 1.29341 1.96172 2.07072 -0.104 -2.237 -0.832 -0.110
C 4.40250 0.22456 -6.70629 0.332 0.159 -0.049 -1.335
C -5.79723 -0.80312 0.12571 0.237 0.790 -1.182 -0.511
C 5.45356 0.76649 0.82200 0.690 -1.529 0.228 -0.829
C -0.11239 1.34205 2.73130 2.169 -3.308 -2.392 0.036
C -4.45799 -1.74490 0.20090 0.050 0.837 -0.078 -0.447
C 1.95160 0.46401 -6.21244 -0.288 0.218 0.076 -1.321
C -1.56544 -2.99200 1.11745 0.906 2.515 2.868 0.120
C -1.82792 -1.01197 2.99359 -0.858 0.911 3.729 0.045
C 1.08507 4.59592 1.25928 3.559 4.739 -0.804 0.135
C -5.40039 0.76803 0.47820 0.662 -0.117 -0.712 -0.718
C -4.10985 -2.32643 1.70530 -0.444 -0.644 -0.107 0.406
H -4.77695 -0.59615 3.11115 -0.919 -2.509 -0.568 0.087
H -4.54240 1.07048 -0.29376 -1.821 -0.630 1.657 0.237
H 1.46633 3.81158 3.43345 0.233 -0.422 -2.602 0.395
H 3.57335 -2.19162 0.58655 -1.401 1.348 -1.314 0.228
H 1.79240 1.07417 -7.10687 -0.016 -0.097 0.080 0.375
H 5.41351 0.34194 -6.30163 -0.159 0.063 -0.054 0.325
H -4.93688 0.91081 1.54333 -1.064 -0.307 -1.978 0.020
H -4.75826 -2.31248 3.89167 -0.789 1.244 -2.134 0.348
H 2.71161 2.43310 -1.91979 1.939 -0.727 1.107 0.276
H -3.52362 2.26626 4.29255 1.094 -0.447 -1.841 0.340
H 1.21420 0.75222 -5.45549 0.134 0.034 -0.113 0.320
H -6.21707 -1.87566 2.72945 2.431 0.285 0.068 0.337
H 4.62029 2.72253 -1.87802 -2.046 -1.437 0.928 0.351
H 3.52342 1.68100 -5.38847 0.015 -0.207 0.177 0.263
H -6.72482 -1.20311 0.71624 1.960 0.750 -0.967 0.264
H 1.75283 -0.58389 -6.46397 0.135 0.074 -0.073 0.345
H 0.02286 4.36190 0.82372 1.945 0.462 0.820 0.313
H -3.05426 -6.25763 0.72584 1.684 0.919 -0.058 0.330
H -0.34686 1.27480 5.56661 -1.462 1.192 -0.084 0.366
H -6.12634 -0.78699 -1.02173 0.663 -0.102 2.469 0.305
H 3.48584 -0.86917 -0.86334 -1.316 -1.450 1.901 0.127
H 4.29076 -0.83180 -6.97532 -0.138 0.100 -0.020 0.349
H 5.28452 -0.40441 0.76635 0.667 2.352 -0.088 0.215
H -3.53506 -1.05185 -0.09980 -2.070 -1.542 0.349 0.273
H -4.55086 -2.62220 -0.58025 0.330 1.734 1.726 0.264
H 3.91517 0.99829 -2.18965 -0.510 2.083 1.259 0.101
H -6.27390 1.52718 0.29575 1.549 -1.614 0.523 0.335
H 5.77383 0.99082 1.94799 -0.953 -0.193 -2.547 0.283
H 6.35225 1.10818 0.11532 -2.111 -0.803 1.478 0.329
H -4.31764 -3.49722 1.66190 0.666 2.456 0.220 0.265
H 2.11482 -2.22463 -0.68112 1.869 1.439 1.380 0.314
H 3.38214 -1.08694 -4.74730 0.054 0.419 0.062 0.314
H 4.31684 0.82761 -7.61549 0.026 -0.102 0.071 0.371
H 2.95137 3.66445 2.27973 -2.730 -0.596 -0.348 0.374
```
Forces are in eV/Å.

Its SMILES is CCC[C@H](C)C1=C(P(O)Cl)C(=O)c2c(C)c(P(C)C)c(CC=O)c(P(=O)(O)O)c2C1=O.CC(C)O. For the energy relative to the best compared isomer or geometry (same formula, charge and spin), the calculation gives 1760.8 kJ/mol. As for the net charge: 0.

=====

(2)
This record from the Open Molecules 2025 dataset describes C23H34MgNO6PS3 as an isolated structure. The level of theory is wB97M-V/def2-TZVPD.

```
69
Properties=species:S:1:pos:R:3:forces:R:3:mulliken_charge:R:1
S -3.20497 2.05665 -0.86431 0.118 0.035 -0.332 0.886
S 0.32780 -1.68208 -1.36410 0.115 0.027 -0.108 1.272
S -1.97966 1.49837 -2.41328 0.034 0.105 0.138 -0.576
P 0.10461 2.25635 0.80552 -0.128 0.104 -0.071 0.451
Mg -1.18455 0.19550 -0.18118 -0.021 0.126 0.308 2.319
O 1.02112 -2.80678 -0.78771 0.092 -0.075 -0.137 -0.732
O -2.66558 3.27586 -0.26156 -0.075 0.142 -0.043 -0.582
O -4.59026 2.17517 -1.27931 -0.005 -0.051 -0.032 -0.733
O -1.13198 -1.67687 -1.15736 -0.148 -0.243 0.020 -0.801
O -3.02580 0.90077 0.09536 -0.140 -0.018 0.177 -0.789
O 0.80622 -0.35133 -0.95454 0.169 -0.150 -0.046 -0.653
N -0.46313 -0.31811 1.98394 -0.137 -0.047 -0.073 0.005
C -1.25960 -1.42418 5.46343 -0.032 -0.054 0.028 -0.792
C -0.63694 -0.73477 4.42750 0.005 -0.005 -0.038 2.059
C 0.39567 0.27795 4.85277 -0.003 0.105 -0.025 -1.395
C 3.65777 0.59316 2.15341 0.009 0.036 0.017 0.782
C -2.12867 -1.84404 2.88524 0.104 0.041 0.048 1.029
C -2.97871 -3.00717 6.41515 -0.043 -0.034 0.055 -1.616
C -2.71825 -2.49080 3.95546 0.003 0.003 0.056 -0.864
C 0.33767 3.86736 3.16331 0.053 -0.036 0.022 -1.442
C -1.02247 -0.96235 3.07239 -0.170 -0.002 0.000 -1.372
C 3.17963 -0.65539 2.54393 0.013 -0.016 0.000 -0.729
C 1.83501 -0.95904 2.49297 0.055 -0.025 0.016 -0.545
C -0.63632 3.36280 2.09926 0.049 0.116 -0.067 0.777
C 0.91348 3.44796 -0.36312 -0.068 0.004 -0.037 0.366
C -2.66633 -2.11470 1.51820 -0.011 -0.034 -0.100 -1.260
C 2.72801 1.51403 1.68516 0.150 0.032 -0.009 -0.346
C -2.29531 -2.31803 5.26777 0.001 0.014 -0.018 0.491
C 1.61948 4.69463 0.16542 -0.006 0.002 0.061 -1.588
C -1.86975 2.72351 2.72870 -0.054 -0.105 0.040 -1.425
C 5.12148 0.93373 2.23875 0.038 -0.009 0.023 -1.817
C 1.37129 1.23460 1.61579 -0.062 0.013 -0.079 0.379
C 0.88525 -0.02348 2.05137 0.051 0.057 0.026 -0.950
C 0.56553 -1.76602 -3.12587 -0.051 0.043 0.134 -1.054
C 1.77936 2.69036 -1.36500 0.042 0.043 -0.055 -1.284
H 1.62641 -1.65599 -3.33202 0.070 -0.006 0.025 0.317
H 2.16708 3.38521 -2.11819 -0.013 -0.010 -0.011 0.514
H 5.74499 0.11003 1.88260 0.008 -0.017 -0.005 0.366
H 5.43329 1.15522 3.26505 0.000 0.002 0.001 0.296
H 0.94872 5.31446 0.76041 -0.002 0.011 0.014 0.355
H -2.57345 2.40968 1.95978 0.034 0.038 0.071 0.162
H -3.08892 -1.21803 1.06267 -0.002 0.070 -0.037 0.075
H -0.21061 4.41571 3.93624 -0.003 0.020 0.014 0.455
H 1.96130 5.30181 -0.67933 0.007 0.000 -0.020 0.498
H 2.49464 4.46208 0.77635 0.006 -0.018 -0.004 0.157
H -3.31921 -4.00549 6.13117 -0.011 -0.022 -0.002 0.372
H -2.30595 -3.11614 7.26832 0.013 0.002 0.023 0.376
H 0.86558 3.04445 3.64888 -0.049 0.007 0.002 0.128
H 3.88076 -1.41357 2.88278 0.017 -0.006 0.002 0.299
H -0.92365 -1.21865 6.47743 -0.003 -0.007 0.031 0.362
H 3.08680 2.48128 1.34679 -0.011 -0.004 0.033 0.087
H 0.01675 3.78201 -0.90376 0.033 -0.013 0.014 0.537
H 2.62573 2.20010 -0.88174 0.026 -0.008 -0.028 0.278
H 0.17999 0.60987 5.87215 -0.002 -0.002 -0.022 0.519
H 1.41378 -0.11626 4.82881 0.028 -0.010 -0.003 0.372
H -0.98730 4.20994 1.49768 -0.024 -0.051 0.019 0.657
H 1.09828 4.53223 2.75545 0.029 0.005 -0.016 0.307
H 5.35235 1.80961 1.63111 0.011 0.035 -0.018 0.344
H 0.20675 -2.72969 -3.47713 -0.028 -0.044 0.015 0.355
H -3.85760 -2.45306 6.76195 -0.009 -0.001 0.003 0.263
H 0.39156 1.15147 4.20528 -0.019 -0.016 0.014 -0.313
H -3.46674 -2.85660 1.56928 0.016 0.000 -0.013 0.391
H -3.54459 -3.16530 3.74514 -0.013 -0.015 0.023 0.287
H -1.89059 -2.49044 0.85518 0.024 -0.003 -0.061 0.231
H 1.48591 -1.94138 2.78597 -0.012 -0.032 -0.009 0.494
H 1.19377 1.92445 -1.86675 -0.024 -0.073 -0.035 0.088
H -0.00094 -0.95592 -3.57622 -0.065 0.074 0.003 0.245
H -1.61322 1.84575 3.32194 0.048 -0.047 0.062 0.098
H -2.35797 3.45143 3.38562 -0.027 -0.003 0.019 0.561
```
Forces are in eV/Å.

As for the net charge: -2.

=====

(3)
This record from the Open Molecules 2025 dataset describes one molecule with the formula C23H34N2O3. The level of theory is wB97M-V/def2-TZVPD.

```
62
Properties=species:S:1:pos:R:3:forces:R:3:mulliken_charge:R:1
O 2.36140 2.02353 -1.72058 -0.152 0.009 -0.401 -0.693
O -5.09768 -1.40517 -1.22326 0.208 -0.289 0.108 -0.468
O -2.91857 3.12914 0.78479 -0.399 0.154 0.076 -0.701
N 3.28223 1.50287 0.26406 0.272 -0.137 -0.029 0.224
N -1.23383 1.62198 0.76143 0.074 -0.107 0.336 0.473
C -1.83274 -1.72195 1.30475 0.023 0.219 0.116 -0.515
C -3.44663 -2.69302 -0.18270 -0.101 0.023 -0.074 -0.681
C 2.27620 1.97583 -0.50657 -0.235 0.172 0.323 -0.188
C 3.29560 -2.96750 0.71025 0.005 -0.029 0.035 -1.072
C -2.36211 -2.82790 0.65596 -0.105 -0.067 -0.115 -0.522
C 3.68668 -1.18003 -1.07474 -0.031 0.136 0.317 -1.389
C -1.86258 2.73722 0.32523 0.094 0.220 -0.289 0.827
C 0.99177 2.41205 0.19703 0.095 -0.072 -0.271 1.094
C 1.22206 -3.75780 -0.17125 0.065 -0.039 -0.186 -0.381
C 2.68502 -1.80124 -0.09809 0.083 0.046 -0.238 1.755
C -1.12818 3.42050 -0.80774 -0.040 0.192 0.085 -0.904
C -2.40548 -0.47571 1.11575 0.140 -0.217 0.137 0.274
C -5.73755 -0.17042 -1.44474 -0.108 0.216 -0.039 -0.796
C -1.84162 0.76434 1.76024 -0.207 0.059 0.051 -1.668
C 0.36366 3.61952 -0.51995 0.071 0.043 -0.090 -1.025
C 0.01216 1.22760 0.15681 0.343 0.063 -0.122 -0.900
C 2.62821 -4.23308 0.17277 -0.094 0.013 0.149 -0.911
C 4.52885 1.13023 -0.38223 0.285 -0.191 -0.251 -1.330
C 4.79563 -0.37712 -0.38009 -0.137 0.183 -0.174 -0.595
C -3.50140 -0.33435 0.27166 -0.264 0.015 -0.196 -0.181
C -4.02945 -1.43891 -0.38231 0.117 -0.014 0.069 0.708
C 3.26668 1.47054 1.70863 -0.166 0.151 0.173 -1.056
C 1.47481 -2.40754 -0.83789 -0.112 -0.004 0.192 -0.769
H 2.34410 -1.02090 0.58597 -0.006 0.049 0.035 -0.567
H 5.35239 1.65441 0.11512 -0.047 0.023 -0.029 0.436
H -1.92276 -3.80270 0.80524 0.042 -0.100 -0.002 0.402
H 4.92238 -0.73253 0.64455 0.111 -0.061 0.058 0.373
H -6.14072 0.24544 -0.51628 0.031 -0.006 -0.031 0.329
H -1.60932 4.37790 -1.00719 -0.061 -0.137 0.016 0.366
H 4.14105 0.92135 2.05062 -0.030 -0.024 0.010 0.369
H 3.06154 -2.85499 1.77046 0.052 -0.024 0.052 0.349
H 4.46062 1.48174 -1.41375 0.100 -0.015 0.173 0.421
H -1.24753 2.79131 -1.69390 -0.010 0.002 -0.032 0.351
H -2.64161 1.34977 2.22205 0.160 -0.106 0.015 0.549
H -3.86806 -3.54258 -0.69580 -0.055 -0.111 -0.063 0.470
H 0.40942 0.37427 0.70990 -0.025 -0.037 -0.049 0.017
H 3.15333 -0.52126 -1.76176 -0.013 -0.007 -0.140 0.494
H 4.37926 -3.00994 0.60930 0.096 0.046 0.090 0.419
H 0.68475 -4.44749 -0.82015 -0.109 -0.050 0.031 0.448
H 0.88228 3.77562 -1.46789 -0.032 0.028 0.120 0.341
H 2.63792 -5.04806 0.89546 0.060 -0.085 -0.034 0.449
H 1.73021 -2.56284 -1.88696 0.003 0.019 -0.098 0.438
H -3.92395 0.65002 0.14622 -0.096 0.137 -0.042 0.547
H 3.13504 -4.56972 -0.73282 0.029 -0.064 -0.058 0.307
H 4.13031 -1.98368 -1.66550 -0.037 -0.071 -0.082 0.557
H 3.30972 2.47831 2.13357 0.006 -0.068 0.062 0.376
H -0.12861 0.91640 -0.88575 0.092 -0.080 0.081 0.118
H -0.98393 -1.83446 1.96394 0.114 0.010 0.083 0.348
H 0.64426 -3.62340 0.74413 -0.078 -0.016 0.083 0.015
H -1.09731 0.50585 2.52028 -0.055 0.003 -0.042 0.433
H -5.06057 0.55784 -1.90226 -0.017 -0.021 0.033 0.321
H 1.17853 2.66840 1.24018 -0.031 -0.095 -0.021 0.602
H 5.74476 -0.52987 -0.89652 0.082 -0.001 0.088 0.354
H -6.55602 -0.38214 -2.13089 0.048 0.063 0.050 0.237
H 0.49753 4.51301 0.09134 0.001 -0.002 -0.015 0.351
H 2.38149 0.96266 2.09281 0.012 -0.019 0.061 0.311
H 0.59900 -1.76088 -0.79911 -0.056 0.069 -0.092 0.062
```
Forces are in eV/Å.

Its SMILES is COc1cccc(CN2C[C@@H](C(=O)N(C)CCCC3CCCC3)CCC2=O)c1. For the energy relative to the best compared isomer or geometry (same formula, charge and spin), the calculation gives 50.6 kJ/mol. As for the net charge: 0.

=====

Number 1: DFT total energy -2982.392791 hartree, HOMO-LUMO gap 5.8 eV. Number 2: DFT total energy -3139.300528 hartree, HOMO-LUMO gap 5.7 eV. Number 3: DFT total energy -1232.082694 hartree, HOMO-LUMO gap 9.1 eV.